Record 1
# C46H67Br2N6O9P2SSiSr

C46H67Br2N6O9P2SSiSr as an isolated structure (ωB97M-V with the def2-TZVPD basis set, OMol25).

Structure (XYZ):
```
135
Properties=species:S:1:pos:R:3:forces:R:3:mulliken_charge:R:1
Sr 0.742485 -0.373778 0.406296 -0.040 -0.100 -0.031 0.89
Br 3.650481 -3.844405 3.728837 0.020 -0.108 -0.011 -0.22
C 2.986743 -4.280523 1.996033 -0.036 0.004 0.026 0.21
C 3.260053 -5.572316 1.533026 -0.015 -0.012 -0.058 -0.57
C 2.802504 -5.978053 0.316138 0.037 -0.076 0.035 -0.27
Br 3.186388 -7.752766 -0.260391 -0.011 0.044 0.002 -0.28
C 2.044886 -5.098737 -0.495903 -0.027 0.066 0.002 1.48
C 1.515692 -5.442477 -1.758260 -0.003 -0.029 -0.004 -0.79
C 0.793709 -4.526084 -2.466176 -0.009 0.002 -0.010 -1.34
C 0.602709 -3.245129 -1.921795 0.032 0.025 0.007 -0.55
N 1.077364 -2.894958 -0.750423 0.180 0.036 0.040 0.64
C 1.788355 -3.788508 -0.021128 -0.099 -0.089 -0.007 -0.35
C 2.250636 -3.320339 1.290017 -0.025 -0.074 -0.010 -0.63
O 1.973664 -2.152577 1.707496 0.074 -0.004 0.091 0.38
H 3.834008 -6.248077 2.151502 0.003 0.004 0.007 0.42
H 1.694001 -6.434068 -2.151989 0.001 -0.004 0.002 0.30
H 0.385838 -4.763389 -3.439670 -0.004 0.002 -0.001 0.50
H 0.080977 -2.469476 -2.474613 -0.010 0.005 0.010 0.50
O -3.512190 6.005229 0.615590 -0.098 -0.065 0.044 -0.74
C -2.615128 5.709880 1.426777 0.272 0.150 -0.220 0.53
O -2.196634 6.312915 2.431147 -0.081 -0.066 0.095 -0.75
C -1.859012 4.391928 1.099763 -0.122 -0.010 0.058 0.10
C -2.175533 3.643804 -0.024357 0.000 -0.054 0.040 -1.31
C -1.507599 2.451434 -0.260281 -0.148 -0.011 0.129 -0.25
N -0.573693 1.968985 0.559000 0.182 0.106 -0.192 2.23
C -0.233382 2.713980 1.622523 -0.059 -0.151 -0.016 0.12
C -0.850174 3.913312 1.929356 -0.015 -0.006 0.024 -0.89
C 0.847548 2.130315 2.508442 0.033 0.014 0.071 -0.56
O 0.925859 2.537636 3.681426 0.121 -0.046 0.074 -0.83
O 1.595123 1.236288 1.995752 0.136 0.308 0.106 -0.49
H -2.941609 4.013941 -0.692486 -0.012 -0.010 -0.006 0.60
H -1.727504 1.855986 -1.139393 0.010 0.003 -0.001 -0.53
H -0.572094 4.478965 2.807229 0.005 -0.005 -0.004 0.64
C -4.007202 -3.565642 -1.084306 -0.009 -0.006 0.017 -1.12
N -2.937776 -3.171547 -0.185036 -0.002 -0.001 -0.049 0.38
C -2.464995 -4.165406 0.766116 0.022 0.003 -0.079 -1.02
C -2.293476 -1.993376 -0.308715 -0.020 -0.160 0.009 -0.58
C -2.732334 -1.063223 -1.404940 0.031 -0.049 -0.021 -0.37
O -1.367965 -1.704367 0.456064 -0.150 0.202 -0.059 0.99
H -4.496688 -4.443173 -0.666560 -0.014 0.010 0.007 0.36
H -3.635130 -3.823165 -2.079641 0.011 -0.017 0.004 0.27
H -4.753346 -2.778659 -1.184791 0.011 0.009 -0.012 0.37
H -2.117074 -5.055074 0.234530 0.007 -0.012 -0.002 0.46
H -3.266328 -4.445089 1.451240 0.026 0.002 -0.044 0.43
H -1.642900 -3.745350 1.337421 -0.060 -0.039 -0.067 -0.06
H -3.681827 -0.587272 -1.147584 -0.010 0.007 0.011 0.51
H -2.861725 -1.588208 -2.351604 -0.014 0.011 0.008 0.70
H -1.972419 -0.301889 -1.556334 0.011 0.024 0.001 -1.22
C 3.885635 -0.789040 6.344980 0.049 -0.024 0.041 -0.81
N 2.704582 -0.139915 5.659495 -0.120 0.036 -0.015 0.26
C 2.730863 1.372736 5.931158 0.078 0.015 -0.155 -0.71
N 3.982169 1.923019 5.530816 -0.063 0.010 -0.053 0.16
C 5.074487 1.248405 6.205557 0.008 -0.035 0.027 -0.95
N 5.113375 -0.190405 5.939780 0.014 0.056 0.082 0.09
C 5.422761 -0.457471 4.526399 -0.007 -0.074 -0.152 -0.81
P 4.185951 0.230169 3.300219 -0.075 -0.068 0.092 0.06
C 2.692401 -0.434785 4.182172 0.035 0.138 -0.071 1.06
C 4.133432 1.926957 4.060798 0.051 0.006 0.084 -0.46
H 3.862893 -1.849190 6.091699 -0.003 0.007 -0.001 0.38
H 3.738015 -0.653602 7.418484 -0.013 -0.004 0.004 0.38
H 1.842551 -0.509090 6.060602 -0.002 -0.016 -0.027 0.41
H 2.585448 1.484206 7.007876 -0.014 0.008 -0.011 0.35
H 1.916547 1.807044 5.346221 -0.044 0.018 0.016 0.43
H 4.965043 1.396021 7.283615 -0.002 0.002 0.003 0.33
H 6.019713 1.687300 5.886965 -0.005 -0.011 -0.005 0.39
H 5.500707 -1.537000 4.379363 0.001 0.015 0.001 0.32
H 6.406877 -0.033866 4.315063 0.006 -0.003 -0.024 0.44
H 2.621744 -1.510561 4.039309 -0.025 0.077 0.016 0.20
H 1.821018 0.048941 3.747507 -0.051 0.043 -0.006 -1.10
H 3.301901 2.480535 3.627397 -0.034 -0.027 -0.013 0.15
H 5.061760 2.446417 3.812081 -0.012 0.019 0.014 0.46
C -2.886383 0.624807 2.466928 -0.059 -0.140 -0.032 -1.69
P -1.437295 -0.257387 3.160646 -0.059 0.236 -0.043 1.79
C -1.439248 0.527138 4.828877 0.118 -0.107 0.050 -1.49
C -2.099260 -1.916962 3.575217 0.075 -0.048 -0.031 0.44
C -3.447503 -2.248330 3.666845 -0.037 -0.018 0.041 -0.26
C -3.838666 -3.542480 3.989689 -0.025 0.016 0.038 -0.79
C -2.887724 -4.525696 4.220748 0.054 0.015 0.040 -0.57
C -1.537987 -4.213149 4.112663 -0.050 -0.020 0.060 -0.34
C -1.152430 -2.922178 3.784363 0.027 0.020 0.010 -0.93
H -3.150574 0.197892 1.498218 -0.016 0.027 0.020 0.15
H -2.609376 1.667498 2.309609 0.021 0.014 0.000 0.37
H -3.750932 0.601389 3.132963 -0.012 -0.017 -0.011 0.58
H -2.435720 0.551043 5.273237 -0.012 -0.012 0.002 0.45
H -1.043457 1.539478 4.729270 -0.018 -0.004 0.006 0.44
H -0.777618 -0.041029 5.489690 -0.002 0.023 0.024 0.31
H -4.207358 -1.498103 3.486665 0.010 0.012 0.003 0.31
H -4.893136 -3.781352 4.060148 -0.002 -0.005 -0.003 0.40
H -3.194949 -5.533688 4.470106 -0.005 -0.004 -0.001 0.36
H -0.787236 -4.979139 4.262901 0.013 -0.001 0.002 0.44
H -0.099462 -2.694077 3.643895 0.029 0.016 -0.004 0.08
C 2.048120 3.536994 -3.065049 0.006 -0.005 -0.010 -1.28
C 0.629678 4.055071 -3.274442 -0.036 0.018 0.040 1.79
C 0.227184 4.953123 -2.112291 0.033 0.019 -0.033 -1.50
C 0.524286 4.802363 -4.600453 -0.008 0.011 0.026 -1.76
O -0.325260 2.986587 -3.300376 0.058 -0.075 -0.022 0.57
Si -0.167649 1.412333 -3.753640 0.022 0.071 0.181 -1.55
S 0.839845 0.157263 -2.473017 -0.004 -0.060 -0.115 -0.42
O 0.527286 1.510415 -5.255596 -0.108 0.044 -0.011 0.31
C 1.073315 0.507640 -6.105999 0.021 -0.024 0.006 1.89
C 1.014751 1.080980 -7.518903 0.002 -0.001 0.035 -1.79
C 0.258875 -0.782101 -6.028944 0.019 0.008 -0.015 -1.06
C 2.520833 0.252373 -5.699278 0.024 -0.025 -0.017 -1.59
O -1.733005 0.880943 -3.875734 -0.031 -0.003 -0.071 0.74
C -2.878210 1.531615 -4.436772 0.014 0.010 0.021 1.76
C -3.494206 2.440670 -3.378031 0.017 -0.017 -0.015 -1.08
C -2.520611 2.331984 -5.686299 -0.001 -0.011 0.022 -1.41
C -3.848456 0.415048 -4.805409 0.009 -0.024 0.004 -1.71
H 2.739221 4.381147 -3.011651 0.005 0.000 0.005 0.54
H 2.353384 2.887587 -3.887718 0.000 0.001 0.008 0.11
H 2.111492 2.966455 -2.138547 0.005 0.001 0.005 0.04
H 0.867907 5.836634 -2.069604 -0.002 0.000 0.002 0.50
H 0.313435 4.412699 -1.168762 0.021 0.014 -0.016 0.07
H -0.808554 5.278419 -2.220727 0.003 0.006 0.004 0.33
H 1.216703 5.646904 -4.620408 0.004 0.000 -0.008 0.50
H -0.490051 5.185353 -4.730411 0.000 0.000 -0.005 0.30
H 0.755619 4.128304 -5.426362 0.004 -0.001 -0.006 0.10
H -0.020389 1.273333 -7.805228 -0.010 0.002 -0.005 0.34
H 1.456678 0.387483 -8.237591 -0.001 -0.003 0.000 0.40
H 1.562032 2.024160 -7.557865 0.002 0.000 -0.001 0.33
H -0.782533 -0.588747 -6.293864 -0.005 -0.002 0.002 0.15
H 0.291354 -1.188707 -5.016789 -0.004 -0.002 -0.004 -0.03
H 0.667343 -1.521976 -6.721271 -0.010 -0.011 -0.002 0.59
H 3.088267 1.183601 -5.755918 0.003 0.001 -0.001 0.29
H 2.983676 -0.478172 -6.367382 0.007 -0.008 -0.001 0.49
H 2.561244 -0.118221 -4.674777 0.000 0.010 -0.019 0.18
H -2.783301 3.215113 -3.093382 -0.001 0.018 0.004 -0.03
H -3.746558 1.858371 -2.488798 -0.012 0.008 0.004 0.07
H -4.405737 2.912671 -3.751211 0.004 0.000 -0.003 0.64
H -1.811645 3.124089 -5.448432 0.002 0.004 -0.006 0.08
H -3.422942 2.782724 -6.105646 0.003 0.003 0.000 0.56
H -2.070688 1.682369 -6.438307 0.011 -0.003 -0.013 0.19
H -4.117533 -0.156853 -3.915463 -0.002 0.000 0.001 0.19
H -3.382337 -0.262275 -5.523888 -0.007 0.001 -0.001 0.36
H -4.759768 0.824271 -5.245362 -0.014 -0.002 -0.002 0.37
```
Forces are in eV/Å.

Values from the calculation:
**Total charge**: -1
**Gap between HOMO and LUMO**: 6.47 eV

---

Record 2
# C50H59BaBrN6O4S2

C50H59BaBrN6O4S2 as an isolated structure (ωB97M-V with the def2-TZVPD basis set, OMol25).

Structure (XYZ):
```
123
Properties=species:S:1:pos:R:3:forces:R:3:mulliken_charge:R:1
Ba -0.337996 -0.416728 0.992354 -1.250 -2.076 0.591 1.61
C 4.439772 -2.059901 4.301074 0.065 -0.108 -0.004 -0.66
S 3.759625 -0.420316 4.551305 -0.063 -0.032 0.024 -0.03
C 2.220393 -0.453856 3.685901 -0.194 0.065 0.128 0.34
S 1.712293 -1.876181 2.847973 0.489 0.381 0.140 -0.49
N 1.645028 0.711410 3.857677 -0.270 -0.077 -0.369 -1.09
N 0.495253 0.957472 3.125739 0.563 -0.044 0.805 1.02
C -0.164346 1.966054 3.542163 -0.416 0.222 -0.242 -1.26
C -1.353284 2.465321 2.799577 0.352 -0.330 0.068 0.93
C -2.019887 3.595455 3.244413 -0.072 0.147 0.094 -0.81
C -3.106521 4.065262 2.524093 -0.005 0.081 0.079 -0.36
C -3.501534 3.395438 1.379539 0.025 -0.022 -0.014 -0.95
C -2.785939 2.269692 1.000878 0.203 -0.071 0.180 -0.54
N -1.737052 1.809702 1.689352 -0.285 0.468 0.134 0.18
H 5.369732 -2.057079 4.871346 -0.001 -0.048 -0.027 0.41
H 4.651266 -2.250821 3.250731 -0.012 0.027 0.029 0.24
H 3.780031 -2.834957 4.686781 0.009 0.036 0.013 0.09
H 0.154017 2.491526 4.441588 0.003 0.098 -0.066 0.30
H -1.681985 4.096062 4.142731 -0.026 0.004 -0.023 0.44
H -3.637180 4.948789 2.856538 0.006 -0.020 -0.008 0.43
H -4.342899 3.729213 0.788176 0.013 -0.004 0.009 0.46
H -3.059262 1.699320 0.120303 0.017 -0.005 0.031 0.68
C -1.698364 -0.307977 -6.860097 -0.002 -0.027 -0.037 -1.72
C -1.409569 0.995041 -6.101130 -0.046 -0.031 0.082 1.99
C 0.031451 1.410553 -6.384106 0.082 0.045 -0.025 -1.94
C -2.342940 2.101125 -6.613710 -0.035 0.033 -0.020 -1.61
C -1.652835 0.781897 -4.610827 -0.376 -0.078 -0.069 -0.80
C -0.723508 0.991264 -3.654268 0.193 0.238 0.445 0.03
C -0.997649 0.706284 -2.275119 -0.214 -0.095 -0.053 -1.92
N -0.095542 0.863474 -1.282952 0.305 0.388 -1.009 0.22
C 0.924422 1.711762 -1.317592 -0.112 0.024 -0.094 -0.65
C 0.974788 2.919387 -2.106775 -0.045 -0.277 0.097 -0.03
C 2.037081 3.740811 -2.012035 0.307 0.013 0.175 -0.88
C 3.159402 3.310236 -1.195086 0.066 0.154 -0.289 0.10
C 3.222565 2.191779 -0.433320 0.002 0.021 0.010 0.32
C 2.004653 1.399512 -0.358558 -0.147 -0.011 0.072 1.09
O 1.848221 0.468476 0.459425 0.900 0.566 -0.485 -1.09
C 4.476441 1.861232 0.392730 -0.138 0.000 -0.019 2.15
C 4.623238 0.362744 0.703418 0.085 -0.042 -0.047 -1.88
C 5.738961 2.283546 -0.373544 0.008 0.064 0.004 -2.00
C 4.399662 2.636012 1.715349 -0.068 -0.015 0.104 -1.38
C 2.134739 5.089147 -2.715002 0.053 -0.055 0.046 1.96
C 0.850753 5.428644 -3.467431 -0.046 0.006 -0.065 -1.94
C 3.297079 5.045049 -3.717392 0.042 0.003 -0.047 -1.59
C 2.399811 6.193413 -1.681702 -0.011 0.030 0.051 -1.71
C -2.238291 0.033652 -1.892026 0.072 -0.058 0.095 0.90
O -2.381293 -0.450062 -0.726080 -0.023 0.151 -0.421 -0.41
C -3.289767 -0.001722 -2.902677 0.139 -0.007 0.093 -0.12
C -2.946505 0.337541 -4.176275 0.008 0.173 -0.226 -0.10
C -4.704594 -0.503503 -2.587659 0.067 0.020 -0.032 2.41
C -5.709438 -0.032331 -3.648784 -0.050 -0.042 -0.053 -2.21
C -5.222154 0.021640 -1.239303 -0.038 0.099 -0.019 -1.71
C -4.685290 -2.038390 -2.589249 0.016 -0.056 0.044 -1.56
H -1.481167 -0.180754 -7.923871 -0.015 -0.001 0.029 0.48
H -2.744571 -0.607809 -6.770025 0.034 0.009 0.013 0.32
H -1.079857 -1.123962 -6.479516 -0.007 0.028 -0.013 0.34
H 0.163043 1.551466 -7.458866 0.015 -0.003 0.021 0.46
H 0.745667 0.651802 -6.055321 -0.034 0.006 -0.011 0.39
H 0.285830 2.354610 -5.893726 -0.028 -0.035 -0.012 0.18
H -2.209074 2.242415 -7.689385 0.009 -0.004 0.026 0.47
H -2.129986 3.049257 -6.113892 0.001 -0.029 -0.010 0.31
H -3.393813 1.859920 -6.440019 0.035 -0.005 -0.005 0.30
H 0.275029 1.323094 -3.907135 -0.026 -0.050 0.021 0.93
H 0.101915 3.182932 -2.686966 -0.002 -0.015 0.028 0.98
H 4.030932 3.954568 -1.199359 -0.058 0.001 -0.028 0.24
H 4.574709 -0.243885 -0.205464 0.014 0.046 0.005 0.37
H 3.867865 -0.007229 1.389159 0.004 0.049 0.007 0.15
H 5.605087 0.209273 1.159347 -0.028 -0.030 -0.022 0.49
H 5.777720 1.813527 -1.358877 -0.001 -0.006 0.019 0.43
H 6.619622 1.967662 0.188328 -0.017 0.011 -0.005 0.46
H 5.818727 3.364102 -0.507797 -0.014 -0.021 0.024 0.40
H 3.520914 2.332632 2.291798 0.039 0.004 -0.014 0.18
H 4.345309 3.714280 1.537833 0.005 -0.048 -0.015 0.24
H 5.283250 2.432183 2.326465 -0.030 -0.011 -0.025 0.43
H 0.647830 4.710549 -4.266817 0.012 0.014 0.037 0.18
H 0.948662 6.414740 -3.925739 -0.007 -0.023 -0.004 0.47
H -0.015053 5.453194 -2.801263 0.037 0.012 -0.003 0.38
H 3.130388 4.270924 -4.470051 -0.005 0.023 0.017 0.29
H 4.249305 4.835359 -3.225580 -0.034 0.005 -0.014 0.33
H 3.393618 6.006219 -4.228686 -0.016 -0.018 0.016 0.47
H 1.602370 6.229860 -0.935533 0.014 -0.006 -0.032 0.35
H 2.447128 7.165159 -2.179228 0.006 -0.022 0.012 0.48
H 3.345189 6.045451 -1.155712 -0.037 -0.006 -0.021 0.30
H -3.711447 0.256581 -4.939347 0.061 -0.006 0.019 0.34
H -5.636012 1.044872 -3.819654 -0.024 -0.035 0.037 0.43
H -6.722323 -0.252313 -3.303816 0.036 -0.007 -0.021 0.49
H -5.582949 -0.541515 -4.607419 0.028 0.023 0.050 0.36
H -5.291602 1.115051 -1.255079 0.022 -0.048 -0.019 0.38
H -4.590594 -0.266606 -0.405397 0.020 -0.033 -0.010 0.10
H -6.229973 -0.365993 -1.070448 0.021 0.012 0.012 0.54
H -4.426946 -2.416051 -3.581691 -0.019 0.035 0.020 0.32
H -5.665354 -2.441144 -2.314617 0.033 0.034 -0.006 0.48
H -3.945034 -2.418964 -1.887478 -0.007 0.019 -0.033 0.17
C -3.757204 -3.363719 0.603921 -0.022 -0.063 0.135 -0.78
O -2.797785 -3.358465 1.650593 -0.048 0.003 -0.256 -0.27
C -2.449822 -4.559343 2.180858 -0.113 0.134 0.050 0.76
C -3.048640 -5.769042 1.888544 0.028 -0.091 0.020 -0.63
C -2.554260 -6.922482 2.499583 -0.047 0.088 -0.037 -0.29
Br -3.369734 -8.581856 2.088890 -0.022 -0.029 -0.022 -0.23
C -1.509446 -6.885027 3.388174 0.052 0.007 0.031 -0.94
C -0.929417 -5.650907 3.705376 0.247 -0.101 0.200 0.58
C -1.393785 -4.497205 3.096678 0.197 0.072 0.065 0.30
O -0.889241 -3.254566 3.332898 -0.298 0.041 -0.001 -0.57
C 0.191182 -5.613904 4.671728 -0.222 0.014 -0.107 0.25
N 1.011544 -6.602533 4.895410 0.169 0.147 0.162 -0.76
C 1.890870 -6.119117 5.862326 0.021 -0.375 -0.157 0.53
C 2.985693 -6.742326 6.462788 0.028 -0.024 0.015 -0.71
C 3.709403 -6.024455 7.394860 -0.061 0.078 -0.022 -0.50
C 3.362997 -4.702034 7.731167 -0.011 -0.070 -0.035 -0.53
C 2.283086 -4.069019 7.145662 0.029 -0.074 0.001 -0.81
C 1.562021 -4.810230 6.212342 -0.186 0.244 -0.039 0.54
N 0.463423 -4.506486 5.435215 0.038 0.032 0.094 0.03
H -3.488139 -4.086774 -0.169329 0.016 0.007 -0.041 0.52
H -3.747595 -2.364316 0.182994 0.002 0.038 0.038 -0.17
H -4.752818 -3.599914 0.988346 -0.017 -0.021 -0.010 0.43
H -3.876578 -5.834231 1.199393 0.000 -0.018 -0.001 0.53
H -1.124386 -7.780669 3.854625 -0.010 0.021 -0.009 0.57
H 0.082571 -3.238531 3.408723 0.041 0.104 0.043 0.07
H 3.249971 -7.758323 6.197593 -0.006 0.033 0.006 0.44
H 4.563227 -6.483140 7.876908 -0.009 0.011 -0.004 0.39
H 3.956560 -4.168823 8.462964 -0.003 -0.013 -0.012 0.40
H 2.020301 -3.048898 7.396641 -0.001 -0.019 -0.021 0.42
H -0.093408 -3.670232 5.476518 0.032 0.026 -0.058 0.21
```
Forces are in eV/Å.

Values from the calculation:
**Total charge**: 0
**Gap between HOMO and LUMO (alpha / beta)**: 5.54 / 5.54 eV

---

The following strongest force on any atom values (in eV/Å) correspond, in order, to the records above: 0.38 2.49.